Record 1
Density functional theory data (ωB97M-V/def2-TZVPD) for 2 unconnected molecules or ions with the total composition C3H10NO.

Atoms and positions in Å:
O: 1.31339 -1.24991 -1.15855
N: -0.64288 0.05768 0.80597
C: -1.07228 -1.32516 0.55682
C: -0.29917 0.84762 -0.14433
C: 0.31231 2.09302 0.15866
H: -2.03431 -1.26398 -0.03607
H: -1.20205 -1.76716 1.45994
H: 2.10511 -1.09475 -1.71210
H: -0.46851 2.83423 0.26884
H: 1.03369 2.42072 -0.59673
H: 0.78846 2.00677 1.13326
H: -0.33627 -1.90818 -0.09544
H: -0.53072 0.41621 -1.13374
H: -0.56859 0.19441 1.87599
H: 1.48544 -2.22792 -0.80945

Summary:
Gap between HOMO and LUMO: 0.4232 hartree
Total charge: +1
ΔE to the lowest compared entry with this formula, charge and spin: 1.049 eV
Calculated total energy: -250.015260 Eh

Record 2
Density functional theory data (ωB97M-V/def2-TZVPD) for a molecular structure, C37H23Cl2N8O5Sr.

Atoms and positions in Å:
Sr: -0.31581 -0.59175 0.04957
Cl: -3.95675 0.87237 -1.11791
Cl: -6.35630 1.54942 0.43882
O: -2.40308 -1.55668 0.91945
O: -4.51786 -2.26001 0.57258
O: 0.73568 -3.80670 -2.96664
O: -1.92473 -1.78159 -1.70659
O: 0.25150 -3.11937 -0.88808
N: -0.59685 1.44912 1.45457
N: 3.06389 -1.85853 0.89246
N: 2.01327 -0.52760 -0.81785
N: 1.50793 0.49360 -2.94593
N: -1.47060 2.96898 -0.18674
N: 1.33772 -0.51576 1.90259
N: 0.09013 1.47787 -1.26243
N: -0.04070 0.51248 3.59127
C: 3.72175 -1.54804 -3.89234
C: -1.16458 -2.41893 -2.69073
C: 0.60181 1.35340 -2.53240
C: 3.65429 -1.96597 -1.49794
C: 3.55610 -2.68819 3.87656
C: -0.77631 2.49244 -1.23828
C: -1.65984 4.12634 -3.07655
C: 4.69676 -2.52246 -3.99611
C: -0.00410 -3.15780 -2.06636
C: -2.08459 3.05769 2.18693
C: 1.71824 -1.12869 4.09018
C: -2.95001 -2.60450 -1.13537
C: -3.09709 3.62465 4.67995
C: -3.33688 -2.08875 0.25870
C: -3.00455 4.08438 2.29975
C: -4.71297 0.86561 0.48647
C: -1.53445 4.42806 -4.42333
C: -2.16480 2.60081 4.55989
C: -0.02655 2.35857 -3.39483
C: 0.92542 -0.31075 3.15582
C: 2.88574 -1.44900 -0.37570
C: 5.15254 -3.21745 -2.86119
C: -0.89437 3.08432 -2.57539
C: -3.51287 4.35643 3.56456
C: 0.10765 2.66767 -4.74152
C: 2.16311 -0.36866 -2.15687
C: 4.64049 -2.94331 -1.60602
C: -0.65815 3.70655 -5.24573
C: -1.67235 2.32747 3.29741
C: 1.68522 -1.27712 5.46630
C: -1.36087 2.48578 1.03024
C: 2.38226 -1.40965 1.91532
C: 2.63682 -1.82357 3.30475
C: 3.19498 -1.27738 -2.63214
C: 2.59916 -2.14846 6.04155
C: -0.70273 1.33096 2.79214
C: 3.52378 -2.84495 5.25467
H: 2.60223 -2.29586 7.11435
H: 3.36512 -1.00820 -4.76056
H: -2.12043 5.23085 -4.85329
H: 1.55298 -4.09464 -2.52935
H: -2.33280 4.67222 -2.42824
H: -3.82738 -2.59547 -1.78329
H: -2.58054 -3.63071 -1.02960
H: 4.26945 -3.21916 3.25951
H: -1.75687 -3.10020 -3.30908
H: -4.24459 5.14438 3.69098
H: 0.78909 2.10695 -5.36860
H: 0.96510 -0.72904 6.05969
H: -0.73708 -1.65652 -3.35029
H: 5.12211 -2.75937 -4.96367
H: -4.11479 1.49276 1.13831
H: -0.58337 3.96968 -6.29381
H: -3.51451 3.85978 5.65104
H: -3.31745 4.64281 1.42681
H: 4.98712 -3.46620 -0.72335
H: -4.77630 -0.16271 0.82981
H: -1.83621 2.02543 5.41543
H: 4.22464 -3.51653 5.73519
H: 5.91898 -3.97357 -2.97949

Summary:
Gap between HOMO and LUMO (spin up / spin down): 0.1845 / 0.1844 hartree
Total charge: -1
ΔE to the lowest compared entry with this formula, charge and spin: 0.022 eV
Calculated total energy: -3189.475218 Eh

Record 3
Density functional theory data (ωB97M-V/def2-TZVPD) for 2 unconnected molecules or ions with the total composition C2H8N2O2S.

Atoms and positions in Å:
S: 1.43784 0.03350 0.06853
O: 2.56069 -0.21593 -0.79757
O: 1.57722 -0.33776 1.45346
N: 0.05696 -2.18576 0.01352
N: -1.59382 0.28715 0.36865
C: 0.93208 1.75688 -0.09088
C: 0.07534 -0.96763 -0.55216
H: -1.20541 0.28780 1.31145
H: 1.58468 2.23371 -0.80893
H: -0.64336 -2.86794 -0.22365
H: -0.22903 -0.85061 -1.57711
H: 1.00089 2.21625 0.88959
H: -0.10286 1.74297 -0.42271
H: -2.32265 -0.42201 0.35668
H: 0.43800 -2.21253 0.95035

Summary:
Gap between HOMO and LUMO (spin up / spin down): 0.3233 / 0.3236 hartree
ΔE to the lowest compared entry with this formula, charge and spin: 1.988 eV
Calculated total energy: -739.069802 Eh